Density functional theory data (ωB97M-V/def2-TZVPD) for a gas-phase ion, C14H16NO2 (charge +1) in a non-equilibrium geometry.

Cartesian coordinates (Å):
H -0.819 0.708 1.949
H -5.421 0.621 -0.150
H -3.010 -2.881 -1.045
N -0.815 1.627 1.467
H -3.336 1.939 0.177
O -1.994 2.353 1.859
C 1.520 1.584 -0.332
H -0.959 -1.493 -0.890
H 4.718 -2.378 -1.342
H -2.087 2.414 2.856
H 3.573 1.923 -0.946
C -4.353 -1.229 -0.574
O 4.595 -0.388 -0.651
C -0.802 1.113 0.179
C 3.262 -0.144 -0.499
H 4.838 -2.182 0.445
H 1.194 2.578 -0.611
C 5.097 -1.734 -0.530
C 2.322 -1.109 -0.097
H 2.613 -2.155 -0.010
C -1.941 -1.095 -0.566
C 0.613 0.605 0.056
C -2.023 0.242 -0.076
H 0.312 -1.497 0.558
H -0.960 2.050 -0.332
C -3.255 0.864 -0.012
C 2.846 1.200 -0.652
H -0.117 2.358 1.754
C -3.118 -1.833 -0.759
C 1.013 -0.704 0.294
H -5.241 -1.834 -0.660
C -4.448 0.120 -0.245
H 6.182 -1.643 -0.615

Atomic forces in eV per Å
0.550 0.952 1.337
0.502 -0.313 -0.105
-0.287 0.386 -0.051
-0.995 0.721 6.499
-0.034 -0.616 -0.060
-0.569 0.151 0.558
2.194 -1.187 -1.436
-0.965 0.105 0.479
0.091 0.292 0.277
0.651 -0.449 -1.372
0.341 0.383 -0.252
-0.189 0.176 0.407
-0.814 -0.106 -0.226
-0.625 0.329 -3.525
0.132 0.057 0.550
0.083 0.262 -0.309
-0.004 0.118 0.258
-0.264 0.007 -0.047
-0.580 0.604 0.762
-0.133 0.281 0.066
-0.013 0.587 0.040
-0.472 0.311 -0.238
0.580 -1.012 -0.882
0.258 0.427 0.236
0.335 0.025 -1.598
-1.914 -0.356 -0.244
-1.175 -0.402 0.961
0.322 -1.700 -0.770
1.256 0.248 0.045
1.237 -0.834 -1.402
-0.183 0.046 -0.167
0.950 0.527 0.185
-0.270 -0.020 0.024

Calculated values
Energy above the lowest of the compared OMol25 structures with the same formula, charge and spin (kJ/mol): 332.3
HOMO level (eV): -12.0
Frontier orbital gap (Eh): 0.318
2S+1: 1
SMILES: COc1ccc([C@H]([NH2+]O)c2ccccc2)cc1
Charge: +1

Density functional theory data (ωB97M-V/def2-TZVPD) for 2 unconnected molecules or ions with the total composition C3H5IS in a non-equilibrium geometry.

Cartesian coordinates (Å):
C 1.193 0.495 -1.196
I 2.534 -2.311 -0.564
C -1.220 -0.354 0.891
H 0.258 2.285 -0.171
H -1.460 -1.203 1.421
H -1.462 0.568 1.497
C 1.746 -0.580 -1.175
H -0.060 -0.267 0.837
H -1.778 -0.510 -0.069
S 0.251 1.877 -1.470

Atomic forces in eV per Å
-0.055 -0.378 -0.538
-0.039 0.153 -0.275
1.888 2.364 -0.657
-0.032 -0.076 -0.462
-0.361 -1.816 1.687
-0.464 -1.007 -0.932
0.060 0.236 0.590
-2.142 -0.558 -0.520
0.924 0.937 0.623
0.221 0.145 0.484

Calculated values
Energy above the lowest of the compared OMol25 structures with the same formula, charge and spin (kJ/mol): 186.8
HOMO level (eV): -8.7
Frontier orbital gap (Eh): 0.331
2S+1: 1
SMILES: SC#CI.C